1.
{
  "formula": "C2H4ClNO",
  "method": "ωB97M-V with the def2-TZVPD basis set",
  "multiplicity": 1,
  "smiles": "O=NCl.C=C",
  "mol_weight_g_mol": 93.5,
  "e_above_lowest_kcal_mol": 97.0,
  "lumo_energy_ha": -0.036,
  "symbols": ["O", "N", "Cl", "C", "C", "H", "H", "H", "H"],
  "coordinates": [[1.93180, -0.83020, -1.07888], [1.83185, -0.92877, 0.07462], [3.30802, -0.81522, 1.07673], [-1.15082, 0.95702, 0.38703], [-1.21147, -0.14259, -0.41807], [-1.52303, 1.90919, 0.09398], [-1.07818, 0.81279, 1.49552], [-1.51810, 0.05972, -1.42544], [-0.59007, -1.02195, -0.20549]],
  "atomic_forces_ev_per_a": [[0.67, -0.02, 1.57], [-1.67, -0.15, -1.76], [1.17, 0.15, 0.20], [-1.08, -2.75, 1.00], [1.63, 2.31, 0.83], [-0.34, 0.55, -0.39], [0.82, 0.28, -1.08], [-0.03, -0.38, -0.56], [-1.16, 0.01, 0.19]]
}



2.
{
  "formula": "C31H36N4O2ReS4",
  "method": "ωB97M-V with the def2-TZVPD basis set",
  "multiplicity": 1,
  "mol_weight_g_mol": 811.1,
  "e_above_lowest_kcal_mol": 91.1,
  "lumo_energy_ha": -0.108,
  "total_charge": 1,
  "symbols": ["Re", "C", "C", "N", "C", "C", "S", "C", "C", "S", "C", "N", "C", "H", "H", "H", "H", "H", "H", "H", "H", "C", "C", "C", "C", "C", "C", "C", "C", "C", "C", "C", "C", "N", "H", "H", "H", "H", "H", "H", "H", "H", "H", "H", "H", "H", "H", "H", "H", "H", "H", "S", "C", "N", "C", "C", "S", "H", "H", "H", "H", "H", "O", "C", "O", "H", "C", "C", "C", "C", "C", "C", "C", "H", "H", "H", "H", "H"],
  "coordinates": [[-0.44724, 0.41758, -0.72074], [1.25965, 0.32548, 4.43009], [2.14963, 0.24698, 3.22258], [1.63260, 0.33594, 2.05565], [2.32538, 0.25244, 0.86454], [4.60442, 0.05128, 2.04998], [3.82272, 0.00444, 3.63545], [2.04667, -0.10271, -1.50040], [3.18023, -0.51267, -2.10371], [2.82171, -0.87940, -3.74204], [1.17263, -0.46261, -3.52678], [0.93166, -0.05751, -2.32016], [0.14344, -0.57127, -4.60153], [0.23269, 0.46971, 4.10614], [1.56334, 1.14911, 5.08031], [1.33350, -0.59528, 5.01416], [5.53104, 0.60661, 2.11428], [4.17451, -0.65523, -1.70565], [0.58780, -0.84807, -5.55560], [-0.38037, 0.37864, -4.71271], [-0.59471, -1.32802, -4.32720], [3.47218, -3.24200, 0.26301], [3.82049, -2.35375, 1.45937], [4.65888, -3.14768, 2.46434], [4.57320, -1.08053, 1.06867], [5.80494, -1.29152, 0.26646], [6.33042, -0.33878, -0.50448], [5.68314, 0.96145, -0.66290], [4.48231, 1.25757, -0.15337], [3.91768, 2.65155, -0.39159], [3.14647, 3.21746, 0.80336], [3.10900, 2.77725, -1.68663], [3.82020, 0.27392, 0.77575], [1.57474, 0.18878, -0.19809], [3.05763, -4.18649, 0.61499], [4.36148, -3.47204, -0.33320], [2.72565, -2.78521, -0.38590], [2.88098, -2.07325, 1.94120], [5.53157, -3.59659, 1.97851], [4.06276, -3.96330, 2.88171], [5.01027, -2.52886, 3.29236], [6.28222, -2.26399, 0.33793], [7.25459, -0.52529, -1.04186], [6.19404, 1.70992, -1.26272], [4.80035, 3.27734, -0.52700], [2.17060, 2.73538, 0.92865], [2.96820, 4.28558, 0.65317], [3.70508, 3.10326, 1.73828], [2.10538, 2.35945, -1.57826], [3.60638, 2.26843, -2.51627], [3.00869, 3.83369, -1.95454], [-1.20999, 1.57638, 1.26103], [-1.01798, 3.04316, 0.50709], [-0.88621, 4.23079, 1.09006], [-0.90567, 5.39425, 0.20843], [-0.37358, 4.89768, -1.13225], [-0.79473, 3.10174, -1.22995], [-1.08323, 4.31834, 2.07507], [-0.27002, 6.17766, 0.61230], [-1.91721, 5.78532, 0.11024], [0.70401, 5.01842, -1.21998], [-0.86336, 5.39057, -1.96541], [-2.53892, -1.55112, -1.04625], [-3.09499, -0.44539, -1.45470], [-2.46350, 0.60208, -1.49440], [-4.13264, -0.54214, -1.75485], [-1.17408, -1.35467, -0.63786], [-0.54078, -2.66691, -0.38065], [-0.44990, -3.63508, -1.38338], [0.14650, -4.86354, -1.12315], [0.63259, -5.14351, 0.14888], [0.54603, -4.18407, 1.14905], [-0.02223, -2.94497, 0.88229], [-0.86600, -3.42543, -2.36550], [0.21664, -5.60848, -1.90754], [1.08108, -6.10832, 0.35763], [0.91653, -4.40502, 2.14534], [-0.09287, -2.18254, 1.65313]],
  "atomic_forces_ev_per_a": [[-0.96, -1.01, -0.57], [0.03, -0.02, -0.04], [0.07, 0.05, -0.03], [-0.16, 0.00, -0.19], [0.23, -0.06, -0.05], [0.08, -0.08, -0.03], [-0.11, 0.02, 0.08], [-0.25, -0.19, 0.19], [0.23, -0.29, 0.03], [0.04, -0.03, -0.11], [-0.07, 0.08, -0.33], [0.02, 0.07, 0.70], [0.01, 0.00, 0.07], [-0.01, 0.01, -0.01], [0.01, -0.03, -0.05], [-0.01, 0.04, -0.04], [0.01, 0.03, -0.07], [-0.24, -0.08, -0.10], [0.00, 0.01, 0.03], [0.02, -0.01, 0.01], [0.04, 0.02, 0.00], [0.20, 0.08, -0.02], [0.03, -0.03, -0.14], [0.05, -0.07, 0.04], [0.10, -0.06, -0.04], [-0.14, -0.08, 0.11], [0.05, 0.25, -0.07], [0.30, -0.14, -0.02], [-0.02, 0.01, 0.28], [-0.16, -0.07, 0.01], [-0.05, -0.02, 0.04], [-0.06, 0.11, -0.06], [-0.05, 0.07, -0.07], [0.53, -0.24, 0.18], [0.12, 0.10, -0.04], [-0.06, 0.05, 0.04], [-0.04, 0.05, -0.06], [-0.02, 0.07, 0.06], [-0.09, 0.04, 0.06], [0.06, 0.05, -0.03], [-0.03, -0.05, -0.05], [-0.09, 0.08, -0.05], [-0.10, 0.03, 0.03], [-0.02, -0.05, 0.08], [0.08, 0.03, 0.02], [0.07, 0.06, -0.01], [0.01, -0.05, 0.01], [-0.05, 0.01, -0.09], [0.05, 0.11, -0.04], [-0.04, 0.07, 0.06], [-0.03, -0.06, 0.04], [0.00, -0.11, -0.06], [-0.02, -0.06, 0.08], [-0.08, 0.21, -0.03], [0.07, -0.14, -0.06], [0.29, -0.10, -0.16], [-0.45, 0.12, 0.26], [0.05, -0.01, 0.04], [0.03, 0.04, 0.05], [-0.12, -0.02, -0.01], [0.03, -0.01, 0.04], [0.03, 0.04, -0.06], [-0.06, -0.16, 0.01], [0.07, -0.27, 0.11], [0.05, 0.39, -0.15], [-0.08, 0.05, -0.04], [0.98, 1.15, 0.18], [-0.18, -0.06, -0.08], [-0.03, -0.04, 0.02], [-0.03, 0.08, 0.03], [-0.08, -0.01, -0.04], [-0.15, 0.04, 0.04], [0.06, -0.02, 0.10], [0.06, -0.04, 0.09], [-0.01, 0.05, 0.05], [-0.03, 0.05, -0.01], [-0.01, 0.03, -0.08], [0.01, -0.06, -0.06]]
}



3.
{
  "formula": "C3H4N3O",
  "method": "ωB97M-V with the def2-TZVPD basis set",
  "multiplicity": 1,
  "mol_weight_g_mol": 98.1,
  "e_above_lowest_kcal_mol": 44.0,
  "lumo_energy_ha": -0.222,
  "total_charge": 1,
  "symbols": ["C", "C", "C", "N", "N", "N", "O", "H", "H", "H", "H"],
  "coordinates": [[-2.69855, -0.20307, 0.01682], [-1.44397, 0.24202, -0.23691], [-0.51685, -0.74816, -0.36452], [3.74346, 0.33398, 0.57440], [1.50833, 0.28670, 0.16495], [2.63213, 0.34502, 0.21784], [-0.02357, -1.73538, -0.48214], [-3.50066, 0.51182, 0.00097], [-2.94701, -1.17443, 0.16839], [-1.30686, 1.35444, -0.25721], [4.55355, 0.78704, 0.19743]],
  "atomic_forces_ev_per_a": [[1.20, 2.64, -0.86], [-2.18, 2.57, 0.62], [0.37, -0.21, 0.17], [2.56, -0.84, 1.31], [-0.49, 0.38, -0.66], [-1.68, 0.61, 0.17], [0.48, -1.41, -0.35], [-0.19, 0.25, 0.30], [-0.60, -2.91, 0.33], [0.67, -1.45, -0.34], [-0.13, 0.38, -0.71]]
}



4.
{
  "formula": "C42H51Cl3InN9OPS5",
  "method": "ωB97M-V with the def2-TZVPD basis set",
  "multiplicity": 1,
  "mol_weight_g_mol": 1110.4,
  "e_above_lowest_kcal_mol": 0.0,
  "lumo_energy_ha": -0.110,
  "total_charge": 1,
  "symbols": ["In", "N", "C", "S", "N", "N", "C", "C", "C", "C", "C", "C", "C", "C", "C", "C", "C", "C", "N", "H", "H", "H", "H", "H", "H", "H", "H", "H", "H", "H", "C", "C", "S", "C", "C", "S", "C", "C", "S", "H", "H", "H", "H", "H", "H", "H", "H", "H", "H", "H", "H", "Cl", "C", "C", "C", "C", "C", "C", "N", "C", "C", "N", "C", "O", "C", "C", "C", "Cl", "S", "C", "C", "C", "Cl", "C", "H", "H", "H", "H", "H", "H", "H", "H", "H", "H", "H", "H", "H", "C", "H", "H", "H", "C", "N", "C", "N", "C", "N", "C", "P", "C", "C", "H", "H", "H", "H", "H", "H", "H", "H", "H", "H", "H", "H"],
  "coordinates": [[-1.80803, -0.15533, -0.08732], [-1.86192, 4.10981, -1.15189], [-1.65026, 2.98213, -0.42569], [-3.07491, 2.04748, 0.01075], [-0.42435, 2.71366, -0.07741], [-0.35150, 1.51550, 0.59382], [0.30899, 1.42838, 1.68121], [1.08755, 2.54578, 2.27199], [0.80236, 2.98779, 3.56233], [1.47184, 4.08206, 4.09102], [2.43437, 4.73646, 3.33472], [2.73011, 4.28873, 2.05311], [2.05673, 3.20215, 1.51957], [0.10893, 0.15583, 2.43160], [0.87123, -0.16455, 3.54108], [0.57654, -1.30872, 4.26292], [-0.46184, -2.11779, 3.83790], [-1.15138, -1.74830, 2.69896], [-0.88873, -0.63542, 2.02127], [-2.79692, 4.47279, -1.20279], [-1.09859, 4.76425, -1.21454], [0.03699, 2.49162, 4.14773], [1.23569, 4.42571, 5.08991], [2.94834, 5.59872, 3.74076], [3.48013, 4.79982, 1.46288], [2.28609, 2.85670, 0.51943], [1.68487, 0.48252, 3.83015], [1.15247, -1.56536, 5.14448], [-0.72585, -3.02256, 4.36808], [-1.94003, -2.36991, 2.30078], [-4.43925, -3.60935, 2.25776], [-4.82385, -2.23941, 2.81442], [-4.17742, -0.79098, 1.92395], [-5.62995, -0.11414, 1.06889], [-6.09234, -0.86333, -0.17378], [-4.75014, -0.98416, -1.38624], [-4.61284, -2.76371, -1.69548], [-3.99138, -3.60115, -0.57829], [-5.20747, -4.09224, 0.69308], [-4.76662, -4.37120, 2.96673], [-3.36038, -3.71340, 2.15085], [-4.42707, -2.14536, 3.82705], [-5.90663, -2.12951, 2.86609], [-5.33190, 0.90029, 0.80777], [-6.43422, -0.04632, 1.80231], [-6.91695, -0.32630, -0.64231], [-6.41873, -1.86659, 0.07764], [-3.98624, -2.82282, -2.58717], [-5.59959, -3.14104, -1.96488], [-3.17173, -3.06506, -0.10134], [-3.60156, -4.52574, -1.00298], [4.09089, -2.29340, 6.46781], [4.43055, -2.08265, 4.77975], [4.26696, -0.83942, 4.19812], [4.48312, -0.71042, 2.83640], [4.89844, -1.77512, 2.04339], [5.13780, -1.49768, 0.57731], [4.43263, -2.43279, -0.40873], [3.03607, -2.66904, -0.06426], [2.47007, -3.88305, 0.22994], [1.16558, -3.62348, 0.53164], [0.91482, -2.27150, 0.43962], [2.06081, -1.73671, 0.08115], [6.52375, -1.54512, 0.29640], [7.00282, -0.44658, -0.47203], [6.74451, 0.88807, 0.17227], [7.06753, 1.21929, 1.45444], [7.87271, 0.24239, 2.60624], [6.58906, 2.81123, 1.86827], [5.94398, 3.07113, 0.30732], [6.08990, 1.97594, -0.48414], [5.12174, -2.99341, 2.68037], [5.77092, -4.36917, 1.83613], [4.86349, -3.16338, 4.03206], [3.98893, 0.01265, 4.80542], [4.35255, 0.26470, 2.37397], [4.76030, -0.48480, 0.40820], [4.94424, -3.38789, -0.42713], [4.49279, -1.99399, -1.40485], [3.03459, -4.80088, 0.19675], [0.39377, -4.32759, 0.80609], [2.23205, -0.68150, -0.09208], [6.55074, -0.45415, -1.46883], [8.07137, -0.62107, -0.58515], [5.50328, 4.02388, 0.05420], [5.75514, 1.93188, -1.51360], [5.01637, -4.12828, 4.49566], [-1.17064, -1.35413, -1.74661], [-2.04872, -1.53128, -2.36187], [-0.70120, -2.27422, -1.41521], [-0.46086, -0.72462, -2.28561], [-2.22576, 1.64738, -6.52705], [-3.36787, 0.80777, -6.16732], [-4.54384, 1.66561, -6.02297], [-4.36339, 2.74342, -5.04896], [-3.18621, 3.52356, -5.42852], [-1.96873, 2.72540, -5.57188], [-1.52596, 2.19622, -4.27864], [-2.77948, 1.09277, -3.43014], [-3.10625, 0.04255, -4.94589], [-4.24822, 2.21487, -3.68867], [-2.42737, 2.09711, -7.50055], [-1.33413, 1.02291, -6.60918], [-5.39930, 1.05635, -5.72713], [-4.75353, 2.11730, -6.99340], [-3.01628, 4.29931, -4.67944], [-3.39198, 4.00190, -6.38742], [-1.28013, 3.02703, -3.61459], [-0.61197, 1.61553, -4.42929], [-3.96525, -0.60192, -4.73759], [-2.24275, -0.60669, -5.11242], [-4.19979, 3.04033, -2.97569], [-5.14729, 1.63906, -3.45296]],
  "atomic_forces_ev_per_a": [[-0.05, 0.47, 0.15], [-0.06, -0.13, 0.04], [0.03, 0.11, 0.08], [0.08, -0.21, -0.04], [-0.03, -0.22, -0.11], [-0.02, 0.03, -0.19], [0.00, -0.02, 0.21], [-0.08, -0.02, -0.01], [-0.03, 0.01, 0.01], [0.00, -0.02, -0.02], [-0.02, -0.02, -0.01], [0.01, 0.02, 0.04], [0.14, -0.06, -0.02], [0.04, 0.10, -0.05], [0.12, 0.00, 0.04], [0.06, -0.05, 0.05], [0.02, -0.03, 0.01], [0.11, 0.06, -0.09], [-0.27, -0.07, -0.07], [-0.01, 0.02, -0.01], [0.01, 0.02, 0.02], [0.01, 0.01, -0.01], [0.00, 0.00, -0.03], [0.00, -0.04, 0.00], [-0.02, -0.02, 0.01], [-0.06, 0.05, -0.01], [0.00, 0.01, 0.03], [0.02, 0.01, -0.06], [-0.01, 0.01, -0.03], [-0.02, 0.01, 0.00], [-0.15, 0.07, -0.10], [0.17, -0.10, -0.14], [-0.09, 0.22, -0.09], [0.05, -0.18, 0.08], [0.17, 0.03, 0.02], [0.03, 0.03, -0.16], [0.02, 0.04, 0.19], [-0.15, 0.00, -0.04], [-0.01, -0.01, 0.01], [0.05, 0.00, 0.05], [-0.01, -0.06, 0.06], [-0.07, -0.03, 0.03], [-0.01, -0.03, 0.02], [-0.04, 0.06, 0.06], [-0.03, 0.05, -0.01], [-0.03, 0.03, 0.07], [-0.08, -0.04, -0.01], [-0.02, -0.04, -0.01], [0.02, -0.06, -0.05], [0.03, 0.00, 0.00], [0.08, 0.01, -0.04], [0.01, 0.00, -0.03], [0.00, -0.03, -0.02], [-0.04, 0.07, -0.01], [-0.05, 0.08, 0.07], [0.02, 0.00, -0.02], [0.00, -0.06, 0.00], [-0.20, -0.02, 0.02], [0.10, 0.08, -0.01], [-0.04, -0.02, 0.02], [-0.07, 0.13, 0.04], [0.32, -0.15, -0.02], [-0.04, -0.08, 0.02], [0.04, 0.08, -0.03], [0.01, 0.02, 0.10], [-0.08, 0.01, -0.11], [0.05, 0.01, 0.01], [0.03, -0.01, -0.01], [0.00, 0.05, 0.10], [-0.05, 0.05, -0.03], [0.00, -0.07, -0.01], [-0.02, -0.04, 0.03], [-0.06, 0.06, 0.02], [0.04, -0.07, 0.04], [-0.03, -0.02, -0.03], [-0.01, -0.05, 0.02], [0.00, 0.04, -0.01], [-0.02, -0.04, -0.03], [0.01, -0.02, -0.05], [-0.01, 0.08, 0.00], [0.07, 0.04, -0.02], [0.02, -0.09, 0.00], [0.02, 0.03, -0.06], [0.03, -0.05, 0.00], [0.04, -0.07, -0.01], [0.03, 0.00, 0.06], [0.01, 0.03, -0.01], [-0.22, -0.05, 0.32], [0.12, 0.00, -0.06], [0.01, 0.03, -0.02], [-0.02, -0.10, 0.00], [-0.07, 0.01, 0.19], [-0.02, -0.06, -0.05], [0.17, 0.01, 0.16], [-0.08, 0.00, 0.01], [0.02, -0.17, 0.05], [0.07, 0.01, 0.02], [-0.19, -0.04, -0.08], [0.14, 0.20, -0.32], [-0.04, 0.14, 0.05], [0.09, -0.10, -0.07], [-0.01, 0.00, -0.02], [0.01, 0.00, 0.00], [-0.01, -0.01, 0.00], [-0.01, 0.01, -0.03], [0.00, 0.02, 0.00], [-0.01, 0.01, -0.02], [0.01, 0.01, 0.01], [0.04, 0.02, 0.00], [-0.01, -0.02, -0.03], [0.01, -0.03, -0.01], [0.01, 0.03, 0.00], [-0.04, 0.03, 0.02]]
}